(1)
{"formula": "C2H14O6V", "method": "ωB97M-V/def2-TZVPD", "homo_lumo_gap_ev": [6.45, 7.14], "homo_energy_ev": [-6.357, -7.049], "s_squared": 3.75, "charge": 0, "multiplicity": 4, "species": ["V", "C", "O", "H", "H", "H", "C", "O", "H", "H", "H", "O", "H", "H", "O", "H", "H", "O", "H", "H", "O", "H", "H"], "coordinates": [[0.26, 0.07, -0.06], [-1.65, -1.79, -2.35], [-0.90, -0.77, -1.83], [-2.70, -1.52, -2.26], [-1.28, -2.00, -3.36], [-1.51, -2.69, -1.77], [1.00, 1.82, 2.80], [1.29, 0.97, 1.71], [-0.06, 2.06, 2.91], [1.35, 1.24, 3.65], [1.56, 2.75, 2.80], [0.42, 2.01, -1.07], [-0.25, 2.38, -1.65], [1.25, 2.21, -1.52], [-1.71, 0.65, 0.53], [-2.42, 1.06, 1.02], [-2.12, 0.35, -0.28], [0.16, -1.83, 1.08], [-0.41, -2.58, 0.88], [0.41, -1.96, 1.99], [2.08, -0.68, -0.97], [2.92, -0.21, -0.94], [2.31, -1.55, -1.29]]}



(2)
{"formula": "C2H15N2O3", "method": "ωB97M-V/def2-TZVPD", "homo_lumo_gap_ev": 10.54, "homo_energy_ev": -13.515, "charge": 1, "multiplicity": 1, "species": ["N", "C", "C", "N", "H", "H", "H", "H", "H", "H", "H", "H", "H", "H", "H", "O", "H", "H", "O", "H", "H", "O"], "coordinates": [[0.66, 0.69, -0.85], [0.68, -0.75, -0.33], [-0.13, -0.74, 0.95], [-1.26, 0.20, 0.86], [1.06, 0.84, -1.78], [-0.34, 0.95, -0.83], [1.19, 1.28, -0.26], [0.36, -1.30, -1.20], [1.70, -0.95, -0.10], [-0.46, -1.76, 1.20], [0.45, -0.45, 1.83], [-1.37, 0.67, 1.76], [-2.15, -0.27, 0.96], [-6.46, 0.63, 3.12], [-7.10, 0.69, 1.78], [-6.74, 0.05, 2.40], [4.66, 2.20, -0.94], [4.54, 2.10, 0.50], [4.07, 2.50, -0.24], [2.66, -1.75, -3.45], [1.81, -2.85, -2.73], [2.18, -1.97, -2.65]]}



So what do the calculations give for energy above the lowest of the compared OMol25 structures with the same formula, charge and spin? Going down the list: 12.2; 22.7 kcal/mol.